[1]
# C5H10O2

One molecule with the formula C5H10O2 (the ωB97M-V functional and the def2-TZVPD basis, OMol25).

Properties
- Energy relative to the best compared isomer or geometry (same formula, charge and spin): 95.1 kcal/mol

Structure (ORCA input):
```
! wB97M-V def2-TZVPD RIJCOSX def2/J DEFGRID3
* xyz 0 1
C -1.969 -0.564 0.397
C -0.963 0.348 -0.298
O -0.977 1.657 0.234
C 0.459 -0.209 -0.268
C 1.480 0.652 -1.005
C 1.771 -1.022 1.611
O 0.822 -0.262 1.154
H -2.959 -0.100 0.378
H -2.034 -1.538 -0.102
H -1.688 -0.735 1.442
H -1.247 0.457 -1.353
H -0.613 1.597 1.129
H 0.468 -1.244 -0.632
H 2.252 0.036 -1.473
H 0.999 1.255 -1.780
H 1.969 1.341 -0.310
H 2.182 -1.575 0.716
*
```

Atom charges from the natural (NBO) analysis, given in e for atoms 1 to 5: atom 1 (C): -0.6383, atom 2 (C): 0.0758, atom 3 (O): -0.7095, atom 4 (C): 0.0643, atom 5 (C): -0.6467

***

[2]
# C3H8N2O3P

An isolated ion of composition C3H8N2O3P and charge +1 in a non-equilibrium geometry (the ωB97M-V functional and the def2-TZVPD basis, OMol25).

Properties
- E: -21642.1091 eV
- SMILES: COP1(OC)=CN=[NH+]O1

Structure (ORCA input):
```
! wB97M-V def2-TZVPD RIJCOSX def2/J DEFGRID3
* xyz 1 1
C -0.622 2.184 -0.371
O -0.811 0.766 -0.356
P 0.242 -0.332 -0.065
O -0.524 -1.676 -0.269
C -1.916 -1.757 0.018
C 1.292 -0.135 1.317
N 2.708 -0.288 0.734
N 2.697 -0.217 -0.528
O 1.411 -0.365 -1.139
H 0.313 2.513 0.082
H -1.434 2.537 0.339
H -0.969 2.711 -1.280
H -2.472 -2.688 0.131
H -2.500 -1.284 -0.814
H -2.012 -1.102 0.938
H 1.257 -0.210 2.359
H 3.339 -0.656 -1.096
*
```

Atom charges from the natural (NBO) analysis, given in e for atoms 1 to 5: atom 1 (C): -0.2847, atom 2 (O): -0.7880, atom 3 (P): 2.3360, atom 4 (O): -0.7693, atom 5 (C): -0.2700

***

[3]
# C3H5NO

One molecule with the formula C3H5NO in a non-equilibrium geometry (the ωB97M-V functional and the def2-TZVPD basis, OMol25).

Properties
- Energy relative to the best compared isomer or geometry (same formula, charge and spin): 14.7 kcal/mol
- SMILES: C[C@@H](O)C#N

Structure (ORCA input):
```
! wB97M-V def2-TZVPD RIJCOSX def2/J DEFGRID3
* xyz 0 1
C -1.205 -0.029 -0.075
C 0.282 -0.239 0.237
O 0.845 -1.120 -0.718
C 0.992 1.067 0.176
N 1.590 2.046 0.031
H -1.305 0.274 -1.121
H -1.675 0.750 0.537
H -1.757 -0.959 0.073
H 0.456 -0.723 1.203
H 1.801 -1.121 -0.564
*
```

Atom charges from the natural (NBO) analysis, given in e for atoms 1 to 5: atom 1 (C): -0.6150, atom 2 (C): 0.0050, atom 3 (O): -0.6885, atom 4 (C): 0.2387, atom 5 (N): -0.3061

***

[4]
# C10H19NO2S

One molecule with the formula C10H19NO2S in a non-equilibrium geometry (the ωB97M-V functional and the def2-TZVPD basis, OMol25).

Properties
- Energy relative to the best compared isomer or geometry (same formula, charge and spin): 97.9 kcal/mol
- SMILES: CC[C@H]1C[C@]1(C1CCCC1)S(N)(=O)=O

Structure (ORCA input):
```
! wB97M-V def2-TZVPD RIJCOSX def2/J DEFGRID3
* xyz 0 1
C 2.847 2.015 1.120
C 1.799 1.298 0.274
C 1.009 0.482 1.252
C -0.322 0.805 1.693
C -0.061 -0.395 0.763
C -0.880 -0.531 -0.535
C -1.273 0.767 -1.142
C -1.436 0.419 -2.637
C -0.289 -0.457 -2.916
C -0.269 -1.407 -1.684
S -0.135 -1.942 1.685
N -1.621 -1.949 2.392
O -0.033 -3.086 0.864
O 0.686 -1.843 2.839
H 2.255 2.839 1.685
H 3.393 2.628 0.374
H 3.338 1.216 1.656
H 2.204 0.925 -0.741
H 1.141 2.059 -0.203
H 1.687 0.110 2.078
H -0.606 0.611 2.735
H -0.587 1.606 1.027
H -1.776 -0.974 -0.147
H -0.409 1.404 -1.046
H -2.159 1.125 -0.624
H -1.495 1.246 -3.282
H -2.426 -0.174 -2.826
H -0.442 -0.970 -3.807
H 0.619 0.042 -2.931
H -1.110 -2.154 -1.790
H 0.565 -1.917 -1.480
H -1.583 -1.535 3.333
H -2.629 -2.260 2.019
*
```

Atom charges from the natural (NBO) analysis, given in e for atoms 1 to 5: atom 1 (C): -0.6135, atom 2 (C): -0.4094, atom 3 (C): -0.2312, atom 4 (C): -0.4245, atom 5 (C): -0.2802

***

[5]
# C29H27IN2O2V

C29H27IN2O2V as an isolated structure (the ωB97M-V functional and the def2-TZVPD basis, OMol25).

Properties
- ⟨S²⟩: 0.7674
- Energy relative to the best compared isomer or geometry (same formula, charge and spin): 6.6 kcal/mol

Structure (ORCA input):
```
! wB97M-V def2-TZVPD RIJCOSX def2/J DEFGRID3
* xyz 2 2
V -0.486 -0.577 0.582
C 1.998 1.929 2.191
C 0.965 1.583 3.272
C 0.121 2.784 3.680
C 0.157 0.360 2.894
C 0.793 -0.899 2.855
C 0.077 -2.072 2.650
C -1.322 -2.057 2.471
C -2.136 -3.310 2.464
C -1.942 -0.801 2.404
C -1.221 0.385 2.625
H 2.558 2.811 2.496
H 1.524 2.157 1.233
H 2.711 1.118 2.036
H 1.531 1.259 4.154
H -0.374 3.255 2.830
H 0.765 3.537 4.131
H -0.638 2.522 4.419
H 1.859 -0.953 3.034
H 0.596 -3.022 2.688
H -2.493 -3.477 3.484
H -1.553 -4.181 2.175
H -3.006 -3.223 1.816
H -3.010 -0.746 2.228
H -1.762 1.322 2.637
C -1.370 4.720 -1.219
C -0.789 4.094 -0.126
C -0.882 2.718 0.001
C -1.552 1.977 -0.961
C -2.125 2.595 -2.071
C -2.032 3.969 -2.186
N -1.594 0.555 -0.799
N -2.226 -0.087 -1.663
C -2.132 -1.474 -1.545
C -2.794 -2.258 -2.481
C -2.631 -3.636 -2.424
C -1.809 -4.197 -1.459
C -1.168 -3.399 -0.506
C -1.346 -2.030 -0.525
H -1.301 5.794 -1.325
H -0.265 4.676 0.620
H -0.425 2.225 0.847
H -2.631 2.009 -2.824
H -2.476 4.462 -3.040
H -3.401 -1.786 -3.241
H -3.134 -4.269 -3.142
H -1.663 -5.269 -1.436
H -0.530 -3.874 0.229
I 4.621 -0.084 -6.189
C 3.869 -0.315 -4.276
C 4.730 -0.650 -3.232
C 4.231 -0.806 -1.956
C 2.863 -0.621 -1.720
C 2.003 -0.286 -2.769
C 2.505 -0.135 -4.045
C 2.402 -0.797 -0.360
O 2.932 -1.127 0.639
O 0.944 -0.522 -0.247
H 5.786 -0.787 -3.421
H 4.887 -1.067 -1.137
H 0.946 -0.145 -2.593
H 1.848 0.123 -4.863
*
```

Atom charges from the natural (NBO) analysis, given in e for atoms 1 to 5: atom 1 (V): 1.5094, atom 2 (C): -0.6025, atom 3 (C): -0.2698, atom 4 (C): -0.6143, atom 5 (C): 0.0550